1.
{"formula": "C5H12O2", "method": "ωB97M-V with the def2-TZVPD basis set", "symbols": ["C", "C", "C", "C", "C", "H", "H", "H", "H", "H", "H", "H", "H", "O", "H", "H", "O", "H", "H"], "positions_angstrom": [[0.69, -0.08, -1.24], [0.23, -1.31, -0.94], [-1.19, -1.70, -1.03], [-2.12, -0.77, -1.28], [-1.47, -3.06, -0.37], [1.48, 0.51, -0.80], [0.20, 0.55, -1.98], [0.96, -2.11, -0.95], [-3.14, -1.06, -1.55], [-1.92, 0.29, -1.26], [-2.16, -3.61, -1.01], [-2.03, -2.87, 0.54], [-0.53, -3.56, -0.16], [0.00, 4.56, 4.29], [0.92, 4.80, 4.41], [0.02, 4.04, 3.48], [3.11, 1.59, 0.21], [3.45, 2.49, 0.25], [3.49, 1.31, -0.63]], "mulliken_charge": [-0.825, -0.218, 0.906, -0.901, -1.168, 0.225, 0.280, 0.202, 0.256, 0.322, 0.319, 0.270, 0.346, -0.638, 0.317, 0.321, -0.658, 0.315, 0.329], "total_energy_ha": -348.07809, "multiplicity": 1, "total_charge": 0, "de_lowest_kcal_mol": 79.5}

***

2.
{"formula": "C5H12O2", "method": "ωB97M-V with the def2-TZVPD basis set", "symbols": ["C", "C", "C", "O", "H", "H", "H", "H", "H", "H", "C", "O", "C", "H", "H", "H", "H", "H", "H"], "positions_angstrom": [[-1.02, -1.08, 0.30], [-1.45, 0.22, 0.18], [-1.51, 1.20, 1.30], [-1.92, 0.71, -1.02], [-1.28, -1.81, -0.46], [-0.92, -1.50, 1.29], [-2.46, 1.12, 1.83], [-1.37, 2.23, 0.95], [-0.71, 1.00, 2.01], [-1.76, 0.07, -1.72], [1.16, 1.15, -0.43], [1.03, -0.57, -0.14], [1.94, -1.57, -0.56], [0.40, 1.51, -1.11], [1.20, 1.65, 0.52], [2.14, 1.15, -0.92], [2.21, -2.18, 0.30], [1.48, -2.17, -1.36], [2.85, -1.13, -0.98]], "mulliken_charge": [-0.748, 0.596, -1.313, -0.508, 0.326, 0.259, 0.338, 0.340, 0.333, 0.313, -0.609, -0.240, -0.708, 0.306, 0.235, 0.327, 0.244, 0.255, 0.257], "total_energy_ha": -348.03851, "multiplicity": 1, "total_charge": 0, "de_lowest_kcal_mol": 104.4}

***

3.
{"formula": "C5H12O2", "method": "ωB97M-V with the def2-TZVPD basis set", "symbols": ["C", "C", "C", "O", "H", "H", "H", "H", "H", "H", "C", "C", "O", "H", "H", "H", "H", "H", "H"], "positions_angstrom": [[2.73, 0.56, 1.60], [1.34, 0.02, 1.24], [1.28, -0.32, -0.23], [1.02, -1.41, -0.67], [3.50, -0.19, 1.42], [2.98, 1.45, 1.00], [2.77, 0.85, 2.65], [1.09, -0.87, 1.82], [0.58, 0.79, 1.44], [1.50, 0.53, -0.91], [-1.93, -0.44, -1.89], [-1.81, 0.09, -0.47], [-3.03, 0.60, 0.04], [-2.55, -1.34, -1.92], [-2.38, 0.32, -2.54], [-0.94, -0.71, -2.29], [-1.40, -0.69, 0.19], [-1.11, 0.93, -0.44], [-3.68, -0.11, -0.01]], "mulliken_charge": [-1.263, -0.101, -0.081, -0.473, 0.339, 0.356, 0.336, 0.288, 0.262, 0.343, -1.080, -0.001, -0.557, 0.326, 0.323, 0.297, 0.198, 0.175, 0.313], "total_energy_ha": -348.15892, "multiplicity": 1, "total_charge": 0, "de_lowest_kcal_mol": 28.8}